{
  "formula": "C9H13N5",
  "method": "ωB97M-V/def2-TZVPD",
  "species": ["C", "C", "C", "C", "C", "C", "C", "C", "C", "N", "N", "N", "N", "N", "H", "H", "H", "H", "H", "H", "H", "H", "H", "H", "H", "H", "H"],
  "positions_angstrom": [[3.62941, 1.34048, 0.34704], [2.44976, 1.76646, -0.26609], [3.78355, -0.04221, 0.66258], [1.31905, 0.91533, -0.37041], [0.73133, -1.34776, -0.27080], [-2.75067, 1.47872, -0.67818], [-1.93044, 0.41661, 1.43196], [-0.75355, -3.08206, -0.73854], [-2.03170, 0.27428, -0.12003], [2.78967, -0.87527, 0.60376], [0.08729, 1.17504, -0.52335], [0.49005, -2.49658, -0.52607], [1.68967, -0.43469, -0.09264], [-0.74179, 0.15621, -0.70101], [4.49587, 1.96682, 0.29037], [2.26657, 2.84983, -0.37174], [4.58997, -0.42822, 1.16050], [-3.42908, 1.20995, -1.49423], [-3.25174, 2.07520, 0.05910], [-1.97161, 2.04486, -1.18452], [-1.21416, 1.21968, 1.79075], [-1.56954, -0.53238, 1.80055], [-2.81192, 0.59646, 2.05145], [-1.27581, -2.99286, 0.13331], [-0.64401, -4.10290, -1.08397], [-1.34408, -2.48891, -1.55685], [-2.60209, -0.66209, -0.35293]],
  "forces_ev_per_a": [[-1.407, 0.443, -2.745], [1.162, 1.280, 2.108], [-3.316, 0.328, 0.044], [1.236, -0.935, 0.495], [-2.331, 2.296, -0.424], [0.262, 0.098, -1.734], [0.935, 0.206, 0.653], [-0.958, 0.535, -3.444], [-1.613, 0.099, 2.033], [1.067, 0.134, -0.660], [-1.329, 1.387, -0.415], [2.256, -0.024, -0.383], [-0.688, -1.333, -0.054], [3.714, -2.550, -0.027], [0.202, 0.420, 0.466], [0.259, -0.701, -0.428], [2.123, -0.734, 1.068], [-0.192, -0.045, 0.299], [-0.245, 0.243, 0.294], [-0.191, 0.611, 0.227], [-0.557, -0.855, -0.891], [0.503, -0.337, 0.287], [-0.555, 0.063, -0.761], [-1.909, -0.282, 2.306], [-0.111, -0.151, 0.160], [1.050, -0.911, 1.313], [0.632, 0.715, 0.212]],
  "lowdin_charge": [-0.05, 0.02, -0.13, -0.30, -0.10, -0.07, -0.07, -0.12, -0.46, 0.12, 0.05, 0.05, -0.01, -0.01, 0.09, 0.12, 0.08, 0.07, 0.07, 0.06, 0.09, 0.05, 0.07, 0.04, 0.08, 0.12, 0.13],
  "total_charge": 0,
  "multiplicity": 1,
  "de_lowest_kj_mol": 495.4,
  "gap_ev": [6.8997, 6.8982],
  "lumo_ev": [-0.311, -0.311]
}

{
  "formula": "C9H13N6O2PdS",
  "method": "ωB97M-V/def2-TZVPD",
  "species": ["Pd", "N", "C", "S", "N", "N", "C", "C", "C", "C", "C", "C", "N", "H", "H", "H", "H", "H", "H", "H", "C", "O", "C", "O", "N", "N", "H", "H", "H", "H", "H", "H"],
  "positions_angstrom": [[-0.04419, 0.14377, 0.08262], [-0.99335, -3.32810, 2.45186], [-0.77352, -2.16999, 1.81936], [-0.08457, -2.14436, 0.24335], [-1.11487, -1.05653, 2.49717], [-0.82531, 0.03548, 1.83343], [-1.19784, 1.26837, 2.40606], [-0.92790, 2.38442, 1.64504], [-1.22209, 3.71398, 2.04520], [-0.92404, 4.75144, 1.20379], [-0.33980, 4.48207, -0.04101], [-0.07419, 3.16706, -0.39083], [-0.34410, 2.14531, 0.40848], [-0.88419, -4.19992, 1.96359], [-1.48816, -3.31962, 3.32846], [-1.69111, 1.27148, 3.36579], [-1.68164, 3.88109, 3.00892], [-1.14252, 5.77014, 1.49197], [-0.09974, 5.27666, -0.73144], [0.35825, 2.91559, -1.35099], [3.03428, -0.13526, -4.42267], [1.81389, 0.13883, -3.72182], [1.74187, 0.05373, -2.40420], [0.65512, 0.31790, -1.89212], [2.85685, -0.29574, -1.72883], [2.83155, -0.35116, -0.33489], [2.80630, 0.03328, -5.46909], [3.33368, -1.17576, -4.28715], [3.82421, 0.54815, -4.10920], [3.66597, -0.62528, -2.23217], [3.57724, 0.21568, 0.04908], [2.90322, -1.30761, -0.00668]],
  "forces_ev_per_a": [[-0.047, -0.081, -0.099], [-0.075, 0.020, -0.101], [-0.010, -0.002, 0.155], [0.001, -0.019, -0.007], [0.029, -0.033, -0.120], [-0.019, 0.087, 0.088], [-0.029, -0.051, -0.072], [-0.011, 0.001, -0.006], [0.007, 0.001, -0.019], [0.007, -0.020, -0.019], [-0.008, -0.004, 0.017], [-0.007, 0.001, -0.046], [0.040, 0.032, 0.038], [0.036, 0.000, 0.023], [0.018, 0.011, 0.025], [0.038, -0.030, 0.032], [0.002, 0.002, 0.012], [-0.003, 0.002, 0.011], [-0.003, -0.006, -0.008], [0.009, -0.003, 0.011], [0.018, 0.007, 0.002], [-0.023, -0.049, 0.068], [0.052, -0.013, -0.100], [-0.043, 0.132, 0.153], [0.017, -0.076, 0.013], [0.055, 0.033, -0.033], [0.006, 0.000, 0.006], [0.001, 0.004, -0.006], [0.001, -0.005, -0.004], [-0.031, 0.043, 0.040], [-0.018, -0.023, -0.030], [-0.013, 0.038, -0.022]],
  "lowdin_charge": [0.80, 0.12, -0.81, 0.66, 0.03, -0.24, 0.00, -0.27, 0.00, -0.05, -0.03, -0.10, -0.03, 0.11, 0.12, 0.13, 0.12, 0.12, 0.11, 0.12, -0.02, 0.02, -0.54, -0.06, 0.02, 0.04, 0.11, 0.10, 0.10, 0.14, 0.10, 0.08],
  "s2": 2.034,
  "total_charge": 1,
  "multiplicity": 3,
  "de_lowest_kj_mol": 8.3,
  "gap_ev": [6.8418, 6.5063],
  "lumo_ev": [-2.749, -5.367]
}

{
  "formula": "C9H13N9STl",
  "method": "ωB97M-V/def2-TZVPD",
  "species": ["Tl", "C", "C", "N", "N", "C", "N", "S", "C", "C", "C", "C", "C", "N", "H", "H", "H", "H", "H", "H", "H", "H", "H", "H", "N", "N", "N", "C", "N", "N", "H", "H", "H"],
  "positions_angstrom": [[-2.11786, 1.73070, -0.70802], [1.11255, -0.32079, 2.65350], [0.34987, 0.39107, 1.54647], [-0.89668, 0.19074, 1.20897], [-1.58888, -0.76643, 1.85923], [-2.82219, -1.19487, 1.48611], [-3.40155, -2.12250, 2.30174], [-3.66145, -0.66673, 0.09949], [1.10794, 1.40901, 0.80533], [2.47931, 1.63347, 1.01409], [3.15278, 2.51218, 0.18528], [2.46178, 3.17843, -0.80581], [1.10302, 2.93174, -0.92747], [0.44710, 2.09375, -0.14891], [0.48148, -0.92783, 3.31391], [1.61114, 0.43684, 3.27179], [1.89715, -0.96241, 2.21418], [-1.13907, -1.15976, 2.68488], [-2.97023, -2.43844, 3.14918], [-4.30271, -2.48245, 2.04010], [3.01330, 1.10886, 1.78918], [4.21386, 2.63821, 0.30210], [2.94792, 3.87189, -1.48215], [0.51420, 3.40293, -1.70953], [-1.07379, -3.18986, -3.48256], [-0.65572, -1.95291, -2.98091], [0.60992, -1.52083, -2.83975], [0.47122, -0.34714, -2.25278], [-0.80534, -0.01789, -2.10664], [-1.50033, -1.04166, -2.50786], [-0.35227, -3.59693, -4.07469], [-1.98807, -3.08607, -3.92313], [1.30160, 0.26569, -1.97533]],
  "forces_ev_per_a": [[-0.524, 0.451, -0.065], [-0.160, 0.043, -0.235], [-1.282, -0.646, 0.549], [1.691, 0.339, -0.048], [0.289, -0.450, 0.917], [-1.359, -0.212, -0.567], [0.819, 0.884, -0.675], [0.643, -0.398, 1.010], [0.484, 0.926, -0.743], [-0.801, -0.402, 0.023], [-0.040, 0.016, -0.072], [0.070, 0.142, -0.186], [-0.037, 0.185, -0.146], [0.226, -0.666, 0.421], [0.352, 0.156, -0.162], [-0.172, -0.270, -0.059], [-0.375, 0.171, 0.218], [-0.441, -0.061, -0.307], [0.029, -0.110, 0.171], [0.012, 0.050, -0.013], [0.076, -0.042, 0.002], [0.227, 0.151, 0.063], [0.001, -0.103, 0.080], [0.049, 0.132, 0.076], [0.265, 0.467, 0.591], [0.584, 2.674, 0.949], [-0.191, -1.689, -0.394], [0.190, -0.481, -0.761], [-0.146, -0.561, 0.460], [-0.957, -1.367, -1.167], [-0.202, 0.390, 0.074], [0.455, 0.124, 0.011], [0.223, 0.156, -0.015]],
  "lowdin_charge": [0.68, 0.00, -0.23, 0.03, -0.02, -0.81, 0.10, 0.52, -0.23, 0.01, -0.03, -0.03, -0.15, -0.02, 0.07, 0.10, 0.11, 0.13, 0.11, 0.10, 0.11, 0.12, 0.12, 0.11, 0.14, -0.23, 0.13, -0.21, -0.10, 0.06, 0.11, 0.11, 0.10],
  "total_charge": 1,
  "multiplicity": 1,
  "de_lowest_kj_mol": 0.0,
  "gap_ev": 7.5818,
  "lumo_ev": -3.547
}

{
  "formula": "C9H13NO",
  "method": "ωB97M-V/def2-TZVPD",
  "species": ["C", "C", "C", "C", "C", "C", "C", "C", "C", "N", "O", "H", "H", "H", "H", "H", "H", "H", "H", "H", "H", "H", "H", "H"],
  "positions_angstrom": [[1.92546, -1.01489, -1.33461], [2.85828, -1.17067, -0.36949], [0.61293, -0.42009, -1.28452], [2.95539, -0.67926, 1.02742], [0.29737, 0.30301, -0.15596], [2.13720, 0.08107, 1.77028], [-1.82541, 1.17342, -1.13411], [-1.45551, 1.17927, 1.22830], [-1.80101, -0.90606, 0.16029], [-1.23138, 0.46762, -0.01036], [1.43367, 0.58355, 2.59891], [2.23492, -1.37893, -2.34735], [3.70664, -1.83441, -0.40757], [0.00814, -0.77757, -2.14580], [3.94647, -0.68794, 1.55375], [-2.87274, 1.48457, -1.12325], [-1.33985, 2.25472, -1.21758], [-1.57085, 0.67311, -2.14431], [-0.79070, 0.91056, 1.92660], [-1.32509, 2.28241, 1.12976], [-2.39281, 1.03993, 1.80374], [-2.77893, -0.85061, 0.69531], [-1.83943, -1.29353, -0.83226], [-0.89275, -1.41927, 0.61279]],
  "forces_ev_per_a": [[1.783, -0.508, -1.087], [-0.099, 0.377, 1.647], [-0.246, 0.740, 1.342], [-0.006, 1.220, 0.607], [0.419, -1.287, -1.715], [-2.739, 0.401, 1.228], [1.321, 2.972, -3.156], [-2.381, 3.118, 0.189], [1.389, 0.022, 0.607], [-1.051, 0.008, -0.074], [2.558, -1.053, -1.801], [-0.353, -0.141, 1.043], [0.241, -0.016, -1.378], [-0.149, 0.507, 0.629], [-0.855, -0.446, -0.660], [-0.230, -0.968, 0.641], [-0.447, -2.350, 0.314], [-0.529, 0.587, 1.908], [2.989, -1.258, 2.133], [-0.005, -0.852, -0.374], [-0.258, -0.245, -1.304], [0.958, -0.385, -0.390], [-0.538, -0.549, -0.586], [-1.771, 0.102, 0.237]],
  "lowdin_charge": [-0.17, -0.14, -0.19, -0.11, -0.03, -0.19, -0.07, -0.07, 0.00, -0.43, 0.08, 0.10, 0.08, 0.09, 0.12, 0.09, 0.14, 0.11, 0.02, 0.12, 0.11, 0.11, 0.07, 0.13],
  "total_charge": 0,
  "multiplicity": 1,
  "de_lowest_kj_mol": 679.2,
  "gap_ev": 7.6252,
  "lumo_ev": 0.635
}

What did the second record say?
{
  "formula": "C9H13N6O2PdS",
  "method": "ωB97M-V/def2-TZVPD",
  "species": ["Pd", "N", "C", "S", "N", "N", "C", "C", "C", "C", "C", "C", "N", "H", "H", "H", "H", "H", "H", "H", "C", "O", "C", "O", "N", "N", "H", "H", "H", "H", "H", "H"],
  "positions_angstrom": [[-0.04419, 0.14377, 0.08262], [-0.99335, -3.32810, 2.45186], [-0.77352, -2.16999, 1.81936], [-0.08457, -2.14436, 0.24335], [-1.11487, -1.05653, 2.49717], [-0.82531, 0.03548, 1.83343], [-1.19784, 1.26837, 2.40606], [-0.92790, 2.38442, 1.64504], [-1.22209, 3.71398, 2.04520], [-0.92404, 4.75144, 1.20379], [-0.33980, 4.48207, -0.04101], [-0.07419, 3.16706, -0.39083], [-0.34410, 2.14531, 0.40848], [-0.88419, -4.19992, 1.96359], [-1.48816, -3.31962, 3.32846], [-1.69111, 1.27148, 3.36579], [-1.68164, 3.88109, 3.00892], [-1.14252, 5.77014, 1.49197], [-0.09974, 5.27666, -0.73144], [0.35825, 2.91559, -1.35099], [3.03428, -0.13526, -4.42267], [1.81389, 0.13883, -3.72182], [1.74187, 0.05373, -2.40420], [0.65512, 0.31790, -1.89212], [2.85685, -0.29574, -1.72883], [2.83155, -0.35116, -0.33489], [2.80630, 0.03328, -5.46909], [3.33368, -1.17576, -4.28715], [3.82421, 0.54815, -4.10920], [3.66597, -0.62528, -2.23217], [3.57724, 0.21568, 0.04908], [2.90322, -1.30761, -0.00668]],
  "forces_ev_per_a": [[-0.047, -0.081, -0.099], [-0.075, 0.020, -0.101], [-0.010, -0.002, 0.155], [0.001, -0.019, -0.007], [0.029, -0.033, -0.120], [-0.019, 0.087, 0.088], [-0.029, -0.051, -0.072], [-0.011, 0.001, -0.006], [0.007, 0.001, -0.019], [0.007, -0.020, -0.019], [-0.008, -0.004, 0.017], [-0.007, 0.001, -0.046], [0.040, 0.032, 0.038], [0.036, 0.000, 0.023], [0.018, 0.011, 0.025], [0.038, -0.030, 0.032], [0.002, 0.002, 0.012], [-0.003, 0.002, 0.011], [-0.003, -0.006, -0.008], [0.009, -0.003, 0.011], [0.018, 0.007, 0.002], [-0.023, -0.049, 0.068], [0.052, -0.013, -0.100], [-0.043, 0.132, 0.153], [0.017, -0.076, 0.013], [0.055, 0.033, -0.033], [0.006, 0.000, 0.006], [0.001, 0.004, -0.006], [0.001, -0.005, -0.004], [-0.031, 0.043, 0.040], [-0.018, -0.023, -0.030], [-0.013, 0.038, -0.022]],
  "lowdin_charge": [0.80, 0.12, -0.81, 0.66, 0.03, -0.24, 0.00, -0.27, 0.00, -0.05, -0.03, -0.10, -0.03, 0.11, 0.12, 0.13, 0.12, 0.12, 0.11, 0.12, -0.02, 0.02, -0.54, -0.06, 0.02, 0.04, 0.11, 0.10, 0.10, 0.14, 0.10, 0.08],
  "s2": 2.034,
  "total_charge": 1,
  "multiplicity": 3,
  "de_lowest_kj_mol": 8.3,
  "gap_ev": [6.8418, 6.5063],
  "lumo_ev": [-2.749, -5.367]
}